Record 1
This record from the OMol25 dataset describes C12H19BiClIN4O as an isolated structure at a distorted geometry. The level of theory is ωB97M-V/def2-TZVPD.

Geometry (Å):
C 1.47 0.40 -3.59
I -2.12 -0.39 -2.00
H 0.45 0.16 -3.94
H 2.15 -0.42 -3.82
H 1.77 1.32 -4.08
C -1.36 4.04 1.58
C -2.53 3.87 0.94
N -2.44 2.65 0.30
C -1.21 2.05 0.48
N -0.58 2.93 1.30
H -1.03 4.86 2.20
H -3.41 4.45 0.89
C 2.08 -3.82 1.01
C 0.79 -2.18 0.12
N 1.76 -2.46 1.03
H 1.25 -5.42 -0.27
N 0.53 -3.38 -0.48
H 2.82 -4.24 1.67
Bi -0.19 -0.01 0.06
C 1.23 0.65 -2.17
O 2.03 1.28 -1.51
C 1.33 -4.39 0.06
C -0.48 -3.66 -1.48
H -1.34 -4.20 -1.02
H -0.05 -4.31 -2.26
H -0.88 -2.73 -1.93
C 2.37 -1.54 1.97
H 3.27 -2.01 2.36
H 1.67 -1.31 2.79
H 2.64 -0.60 1.48
C 0.75 2.74 1.89
H 1.11 3.70 2.32
H 1.46 2.40 1.12
H 0.72 1.98 2.70
C -3.56 2.12 -0.41
H -3.24 1.22 -1.01
H -3.96 2.85 -1.14
H -4.38 1.78 0.26
Cl -0.90 -0.41 2.62

- largest force on an atom (Eh/bohr) = 0.06703
- Kohn-Sham gap (spin up / spin down) (eV) = 2.34 / 2.26
- LUMO (spin up / spin down) (eV) = 4.95 / 4.96
- molecular weight (g/mol) = 606.648
- net charge = -2
- spin multiplicity = 1
- HOMO energy (spin up / spin down) (eV) = 2.61 / 2.70

Record 2
This record from the OMol25 dataset describes one molecule with the formula C19H26N4O2S at a distorted geometry. The level of theory is ωB97M-V/def2-TZVPD.

Geometry (Å):
C 5.30 -0.13 0.51
O 5.18 -0.76 1.77
C 4.13 -1.68 1.88
C 2.73 -1.05 1.90
C 2.01 -1.16 0.55
N 0.74 -0.49 0.59
C 0.54 0.85 0.52
S 1.82 1.96 0.14
C 0.92 3.55 0.16
C 0.11 3.76 -1.12
O 0.55 4.43 -2.04
N -1.08 3.17 -1.09
C -1.98 3.11 -2.22
C -3.43 3.21 -1.73
C -3.80 1.76 -1.43
C -3.20 1.00 -2.61
C -1.89 1.74 -2.93
N -0.72 1.14 0.77
N -1.36 -0.01 1.02
C -0.51 -0.99 0.92
C -0.83 -2.40 1.11
C -0.46 -3.36 0.17
C -0.79 -4.69 0.38
C -1.50 -5.06 1.51
C -1.89 -4.10 2.43
C -1.56 -2.77 2.23
H 5.32 -0.87 -0.30
H 6.24 0.40 0.53
H 4.49 0.58 0.34
H 4.31 -2.18 2.84
H 4.19 -2.44 1.08
H 2.83 0.00 2.17
H 2.11 -1.54 2.65
H 2.60 -0.69 -0.25
H 1.85 -2.21 0.30
H 0.29 3.55 1.05
H 1.70 4.31 0.23
H -1.29 2.54 -0.32
H -1.70 3.93 -2.89
H -3.52 3.86 -0.87
H -4.06 3.60 -2.53
H -4.88 1.61 -1.35
H -3.34 1.43 -0.50
H -3.87 1.05 -3.47
H -3.03 -0.05 -2.38
H -1.03 1.19 -2.55
H -1.75 1.86 -4.00
H 0.06 -3.07 -0.73
H -0.50 -5.43 -0.35
H -1.75 -6.10 1.67
H -2.45 -4.39 3.31
H -1.87 -2.01 2.93

- largest force on an atom (Eh/bohr) = 0.02327
- Kohn-Sham gap (eV) = 9.14
- LUMO (eV) = 0.56
- molecular weight (g/mol) = 374.510
- net charge = 0
- spin multiplicity = 1
- HOMO energy (eV) = -8.58

Record 3
This record from the OMol25 dataset describes a 7-piece molecular cluster, C21H45O22P overall at a distorted geometry. The level of theory is ωB97M-V/def2-TZVPD.

Geometry (Å):
C -9.19 -8.99 5.13
O -10.23 -9.26 4.34
P -10.51 -8.29 3.01
O -9.95 -8.75 1.70
O -12.22 -8.07 3.09
C -12.96 -7.88 1.82
O -10.01 -6.87 3.51
C -10.54 -6.29 4.67
H -8.50 -9.83 5.18
H -9.62 -8.86 6.13
H -8.55 -8.21 4.73
H -14.03 -8.10 1.88
H -12.50 -8.34 0.95
H -12.94 -6.80 1.68
H -9.74 -6.30 5.42
H -11.42 -6.80 5.05
H -10.96 -5.29 4.59
C -12.33 -3.30 2.21
O -13.28 -4.41 1.93
C -14.54 -4.14 2.11
O -14.96 -3.39 3.00
O -15.35 -4.93 1.23
C -16.70 -4.45 1.01
H -11.93 -2.96 1.25
H -11.49 -3.67 2.80
H -12.83 -2.53 2.80
H -17.24 -5.18 1.61
H -17.03 -4.42 -0.03
H -16.97 -3.49 1.46
C -10.14 -7.96 10.46
O -10.94 -7.70 9.29
C -10.96 -6.59 8.61
O -11.29 -6.51 7.42
O -10.57 -5.62 9.51
C -10.67 -4.20 9.17
H -10.61 -8.84 10.89
H -10.04 -7.23 11.27
H -9.11 -8.21 10.19
H -9.81 -4.02 8.52
H -10.52 -3.69 10.12
H -11.58 -4.17 8.57
C -15.67 -8.13 -0.52
O -14.69 -8.28 -1.49
C -13.87 -7.24 -1.84
O -13.83 -6.10 -1.22
O -13.19 -7.60 -2.94
C -12.44 -6.60 -3.60
H -15.86 -7.14 -0.11
H -15.70 -8.75 0.37
H -16.61 -8.24 -1.07
H -11.75 -6.86 -4.39
H -11.84 -6.03 -2.89
H -13.05 -5.81 -4.05
C -15.28 -7.91 5.11
O -16.46 -7.29 4.60
C -17.39 -7.85 3.87
O -18.28 -7.23 3.27
O -17.26 -9.14 3.59
C -18.32 -9.89 3.00
H -15.49 -8.69 5.85
H -14.71 -7.12 5.61
H -14.71 -8.22 4.24
H -18.39 -10.97 3.08
H -18.21 -9.80 1.92
H -19.33 -9.48 3.06
C -11.18 -15.07 0.99
O -12.06 -15.04 2.09
C -12.07 -14.01 2.96
O -12.48 -14.13 4.10
O -11.75 -12.87 2.42
C -11.73 -11.62 3.12
H -10.94 -14.07 0.63
H -11.63 -15.59 0.15
H -10.21 -15.54 1.14
H -11.88 -10.87 2.35
H -10.80 -11.53 3.68
H -12.63 -11.61 3.74
C -6.14 -15.16 -0.12
O -7.29 -14.38 0.33
C -7.10 -13.24 0.94
O -6.02 -12.87 1.38
O -8.28 -12.60 1.09
C -8.33 -11.50 2.04
H -5.35 -14.45 -0.38
H -6.55 -15.65 -1.00
H -5.82 -15.87 0.64
H -9.35 -11.23 2.30
H -8.01 -10.58 1.54
H -7.84 -11.72 2.98

- largest force on an atom (Eh/bohr) = 0.12107
- Kohn-Sham gap (eV) = 10.58
- LUMO (eV) = 0.35
- molecular weight (g/mol) = 680.543
- net charge = 0
- spin multiplicity = 1
- HOMO energy (eV) = -10.23